Entry 1:
Below is a structure of composition C4H11NO3 in a non-equilibrium geometry, with properties calculated with ωB97M-V/def2-TZVPD.

Properties
Kohn-Sham gap in eV: 9.5
HOMO energy in eV: -8.989
Multiplicity: 1
Total charge: 0

XYZ file:
```
19
C4H11NO3 ωB97M-V/def2-TZVPD
C -0.0412 -2.0245 -0.0484
N -0.2104 -0.6811 0.4885
C -0.2040 1.7547 0.0643
C 0.4555 0.4130 -0.2144
C 1.9417 0.4327 0.3195
O 2.8694 0.2724 -0.6635
O 2.0904 0.6625 1.4791
H -0.4824 -2.7903 0.5725
H -0.5721 -2.0090 -0.9956
H 0.9997 -2.1760 -0.3572
H 0.1626 -0.6076 1.4271
H -1.2828 1.6878 -0.0102
H 0.2587 2.5215 -0.5530
H -0.0089 1.9957 1.1099
H 0.5364 0.2152 -1.2848
H 2.6361 1.3108 -0.4004
H -3.7762 -0.3910 -0.6180
H -2.5488 -0.3335 0.3031
O -2.8238 -0.2534 -0.6186
```

***

Entry 2:
Below is a cluster of 2 separate species, C4H11NO3 in total, with properties calculated with ωB97M-V/def2-TZVPD.

Properties
Kohn-Sham gap in eV: 10.4
HOMO energy in eV: -9.646
SMILES string: C[C@H](O)[C@@H](N)C=O.O
Multiplicity: 1
Total charge: 0

XYZ file:
```
19
C4H11NO3 ωB97M-V/def2-TZVPD
O 0.5411 1.8866 -1.1930
C -0.5272 1.3405 -1.0598
C -0.6721 -0.0769 -0.5434
C 0.0175 -0.1949 0.8093
C 0.0276 -1.6380 1.2918
O -0.7029 0.6482 1.7369
N -2.0353 -0.5781 -0.5668
H -1.4507 1.8761 -1.3392
H -0.0740 -0.6780 -1.2177
H 1.0472 0.1352 0.6755
H 0.1826 -1.6073 2.3720
H 0.8718 -2.1348 0.8258
H -0.8954 -2.1557 1.0455
H -0.0664 1.1618 2.2634
H -2.5188 -0.4728 0.3129
H -2.5820 -0.1050 -1.2713
H 2.2123 1.0845 -1.1521
H 3.6140 0.9750 -1.7959
O 3.0107 0.5336 -1.1939
```

***

Entry 3:
Below is a cluster of 2 separate species, C4H11NO3 in total in a non-equilibrium geometry, with properties calculated with ωB97M-V/def2-TZVPD.

Properties
Kohn-Sham gap in eV: 10.6
HOMO energy in eV: -9.936
SMILES string: O=CNCCCO.O
Multiplicity: 1
Total charge: 0

XYZ file:
```
19
C4H11NO3 ωB97M-V/def2-TZVPD
O -0.2599 -2.9231 0.1361
C -1.0011 -2.0125 -0.1440
N -0.7044 -0.9803 -1.0909
C -1.3502 0.2466 -0.6693
C -0.3975 1.0789 0.1211
C 0.9964 1.4082 -0.4916
O 1.1488 1.8746 -1.8195
H -2.0391 -1.9891 0.2349
H 0.1978 -0.9174 -1.5519
H -1.5034 0.8842 -1.7533
H -2.3892 0.2015 -0.2448
H -0.0491 0.5469 1.0694
H -0.8470 2.0306 0.5112
H 1.4593 2.2536 0.0739
H 1.8022 0.5924 -0.3799
H 0.9710 1.1438 -2.3523
H 0.7727 -1.6747 2.8749
H 1.9616 -0.9057 2.4517
O 1.2309 -0.8585 3.0243
```

***

Entry 4:
Below is a cluster of 2 separate species, C4H11NO3 in total in a non-equilibrium geometry, with properties calculated with ωB97M-V/def2-TZVPD.

Properties
Kohn-Sham gap in eV: 10.0
HOMO energy in eV: -9.583
SMILES string: C[C@@H](CO)NC=O.O
Multiplicity: 1
Total charge: 0

XYZ file:
```
19
C4H11NO3 ωB97M-V/def2-TZVPD
C -2.5469 0.3252 -0.8014
N -1.8508 0.9427 0.1764
C -0.7754 -0.4056 1.9593
C -0.5947 0.5143 0.7596
C 0.3925 -0.0141 -0.2705
O 1.6098 -0.2490 0.4218
O -2.4062 -0.8223 -1.1576
H -3.2804 0.9975 -1.2909
H -2.1937 1.8529 0.4276
H -1.1674 -1.3696 1.6126
H -1.4759 -0.0255 2.7021
H 0.1705 -0.6117 2.4357
H -0.1000 1.4074 1.1676
H 0.0075 -0.9629 -0.6641
H 0.5179 0.7146 -1.0611
H 2.2760 -0.5163 -0.2254
H 3.8754 0.1272 -2.3842
H 3.8469 -1.3789 -2.1162
O 3.6949 -0.5260 -1.6913
```

***

Entry 5:
Below is a cluster of 2 separate species, C4H11NO3 in total in a non-equilibrium geometry, with properties calculated with ωB97M-V/def2-TZVPD.

Properties
Kohn-Sham gap in eV: 10.7
HOMO energy in eV: -10.039
SMILES string: CC(C)NC(=O)O.O
Multiplicity: 1
Total charge: 0

XYZ file:
```
19
C4H11NO3 ωB97M-V/def2-TZVPD
C 0.6288 -2.0424 0.2295
C 0.0304 -1.3268 1.4524
C 1.1664 -0.5272 2.1546
N -1.0046 -0.4114 0.9541
C -1.0524 0.2707 -0.2074
O -2.3559 0.6193 -0.4922
O -0.1546 0.6709 -0.9158
H 1.4213 -2.7610 0.3935
H 0.9815 -1.2911 -0.4545
H -0.1841 -2.5065 -0.3430
H -0.4261 -2.0722 2.0836
H 1.0546 0.5527 2.1089
H 2.0950 -0.9028 1.7744
H 1.1745 -0.7293 3.2337
H -1.8044 -0.2059 1.5338
H -2.2638 1.4183 -1.0236
H 1.1888 2.1549 -2.5659
H 2.5974 1.6865 -2.8338
O 2.0943 2.4816 -2.6347
```

***

Entry 6:
Below is a cluster of 2 separate species, C4H11NO3S in total in a non-equilibrium geometry, with properties calculated with ωB97M-V/def2-TZVPD.

Properties
Kohn-Sham gap in eV: 8.5
HOMO energy in eV: -8.256
Multiplicity: 1
Total charge: 0

XYZ file:
```
20
C4H11NO3S ωB97M-V/def2-TZVPD
C 0.0358 1.7986 0.2407
C 2.1230 -0.2248 0.4322
C 0.5106 -1.8768 -0.0987
C -0.2115 0.3284 0.0476
N 0.7050 -0.5722 0.2507
O -2.4569 0.3421 1.6063
O -2.6623 1.0429 -0.6944
O -2.2753 -1.4044 -0.1432
S -1.9933 -0.0471 0.3121
H 0.8314 2.1310 -0.4460
H -0.7007 2.4550 -0.0368
H 0.3407 1.8204 1.3125
H 2.5650 -0.7001 1.3018
H 2.6691 -0.4579 -0.4523
H 2.2552 0.8311 0.6177
H -0.4829 -2.1641 0.2310
H 0.3928 -1.9804 -1.1367
H 1.4189 -2.6045 0.1474
H -0.5325 0.4507 -1.8654
H -2.5322 0.8321 -1.6265
```